Record 1
Formula: C6H14N2
Source: OMol25
Level of theory: the ωB97M-V functional and the def2-TZVPD basis

Geometry as XYZ:
```
22
Properties=species:S:1:pos:R:3:forces:R:3
C -1.098597 -2.326352 -1.783140 -0.33 0.09 -0.24
C 0.178454 -2.421025 -1.441966 0.12 -0.02 -0.14
N 0.640573 -2.495848 -0.124791 -0.08 -0.23 0.23
C 0.258511 -1.634002 0.714967 0.21 -0.04 -0.09
H -1.896312 -2.273350 -1.054163 0.07 0.00 0.13
H -1.398504 -2.333944 -2.823491 0.10 -0.04 0.03
H 0.941374 -2.572396 -2.197294 0.05 0.08 0.03
H 0.527993 -1.769069 1.759029 0.04 0.10 0.01
H -0.303959 -0.745139 0.425793 -0.16 -0.05 0.03
C 0.414274 2.238317 2.422789 0.10 -0.19 0.03
C -0.388357 1.922566 1.174362 -0.04 0.28 0.09
N 0.471652 1.842010 0.012902 -0.02 -0.11 -0.38
C -0.250458 1.617009 -1.233153 0.01 0.09 0.15
H -0.237601 2.343415 3.289242 -0.01 0.10 0.01
H 0.980793 3.155167 2.264876 -0.06 0.06 0.09
H 1.136381 1.452894 2.659739 -0.03 -0.08 -0.08
H -1.084790 2.749348 1.002909 -0.01 -0.01 -0.07
H -1.026395 1.036626 1.321388 0.07 -0.10 0.03
H 1.185781 1.130084 0.112443 -0.02 0.03 0.22
H 0.457086 1.598471 -2.060766 -0.03 0.02 -0.05
H -0.828830 0.682379 -1.259206 -0.02 0.01 0.03
H -0.946154 2.444192 -1.388226 0.03 -0.01 -0.07
```
Positions in Å, forces in eV/Å.

Summary:
* structure (SMILES): C=CN=C.CCNC
* electronic energy: -9427.4312 eV
* ΔE to the lowest compared entry with this formula, charge and spin: 198.1 kJ/mol
* E_LUMO: 0.862 eV
* HOMO level: -8.83 eV
* frontier orbital gap: 9.690 eV

***

Record 2
Formula: C6H14N2
Source: OMol25
Level of theory: the ωB97M-V functional and the def2-TZVPD basis

Geometry as XYZ:
```
22
Properties=species:S:1:pos:R:3:forces:R:3
C -0.123201 0.611583 -0.509000 0.23 -0.72 0.62
C -0.646665 -0.432945 0.158736 0.83 0.46 -0.31
C -2.684213 0.777832 -0.529448 -0.99 0.04 -0.55
C 0.347781 0.567244 -1.912391 0.16 -0.03 -0.09
C 2.357657 -1.459580 1.834985 -0.25 -0.01 0.20
C 2.013014 -0.852833 0.499545 1.72 -0.32 -0.47
N -3.211344 1.487438 0.539533 -0.26 0.31 0.41
N 2.799833 -0.716384 -0.469587 -0.47 -0.10 0.63
H 0.044801 1.533232 0.039117 -0.06 0.04 0.00
H 3.766929 -1.065743 -0.304357 -0.44 0.13 0.00
H -2.792918 2.385183 0.733424 0.02 -0.10 0.01
H -3.389191 0.963295 1.383547 0.08 0.04 -0.06
H -0.789744 -1.388130 -0.327379 -0.07 -0.03 -0.06
H -0.882297 -0.368867 1.210983 -0.09 0.05 0.03
H -2.471089 1.360826 -1.415933 0.05 0.02 -0.01
H -3.131308 -0.191050 -0.711980 -0.01 -0.02 0.01
H -0.103112 -0.257613 -2.466563 -0.02 0.03 0.02
H 0.163568 1.506720 -2.437908 -0.01 -0.06 0.00
H 1.433410 0.385628 -1.875341 -0.18 0.10 -0.14
H 2.164726 -0.740524 2.636207 0.01 -0.05 -0.07
H 1.719520 -2.326337 2.029499 0.04 0.07 -0.02
H 3.413843 -1.778975 1.894313 -0.26 0.13 -0.15
```
Positions in Å, forces in eV/Å.

Summary:
* electronic energy: -9423.4641 eV
* ΔE to the lowest compared entry with this formula, charge and spin: 580.9 kJ/mol
* E_LUMO (spin up / spin down): 0.382 / 0.999 eV
* HOMO level (spin up / spin down): -5.48 / -6.95 eV
* frontier orbital gap (spin up / spin down): 5.867 / 7.953 eV

***

Record 3
Formula: C6H14N2
Source: OMol25
Level of theory: the ωB97M-V functional and the def2-TZVPD basis

Geometry as XYZ:
```
22
Properties=species:S:1:pos:R:3:forces:R:3
C 2.264585 -1.740076 1.420107 -3.27 -0.39 -1.36
N 2.085926 -0.238148 1.243705 1.57 -0.70 -2.01
C 0.653089 0.067987 1.222124 -0.92 -1.19 1.08
C -0.149728 -0.038333 -0.095671 0.79 -3.69 0.35
C -1.682012 -0.045377 0.069120 -2.53 1.10 -0.78
C -2.178424 1.027355 -1.049649 3.07 -1.66 -0.69
C -0.770656 1.386294 -1.876473 -2.86 -2.85 -1.30
N 0.306224 0.958932 -1.008855 -0.23 1.23 -1.15
H 2.295007 -1.935712 2.478632 0.24 -0.06 0.45
H 3.078170 -2.312754 0.926775 -0.37 0.99 0.03
H 1.167057 -2.268978 1.084325 3.14 1.08 0.59
H 2.690259 0.238369 0.434751 -2.13 -1.67 2.24
H 0.106452 -0.563448 1.993629 0.98 -0.01 -0.91
H 0.522354 0.990589 1.738729 -0.21 1.47 -0.43
H 0.018139 -1.103337 -0.565406 0.27 1.51 0.91
H -2.322348 -1.032663 -0.005002 2.03 1.45 -0.58
H -2.084298 0.254263 1.046075 0.75 0.54 0.05
H -2.939939 0.586495 -1.677445 0.10 -0.14 -0.42
H -2.572154 1.938825 -0.720878 -0.50 1.21 1.18
H -0.843841 0.740728 -2.898711 0.34 1.35 2.05
H -0.736667 2.421444 -2.164376 0.12 0.45 0.04
H 1.092815 0.667541 -1.595498 -0.37 -0.04 0.68
```
Positions in Å, forces in eV/Å.

Summary:
* structure (SMILES): CNC[C@H]1CCCN1
* electronic energy: -9426.6150 eV
* ΔE to the lowest compared entry with this formula, charge and spin: 276.9 kJ/mol
* E_LUMO: 1.053 eV
* HOMO level: -8.31 eV
* frontier orbital gap: 9.359 eV

***

Record 4
Formula: C6H14N2
Source: OMol25
Level of theory: the ωB97M-V functional and the def2-TZVPD basis

Geometry as XYZ:
```
22
Properties=species:S:1:pos:R:3:forces:R:3
C -2.482631 0.525615 1.147655 0.36 -0.22 -0.47
C -1.389320 0.710036 0.392836 0.20 -2.14 0.14
C -0.954083 2.096719 0.028440 -0.11 0.18 -0.44
C -0.563422 -0.675037 -0.155576 -2.08 3.95 2.07
C 0.936560 -0.543343 -0.151048 -0.11 -4.14 -1.84
C 1.234256 -2.192736 -0.703732 1.14 1.59 0.71
N 1.566996 -0.336147 1.088049 -0.10 -0.27 1.28
N 1.499215 0.338946 -1.091415 0.48 0.05 -1.43
H -2.791546 -0.464320 1.477970 0.06 0.09 -0.15
H -3.161035 1.337444 1.406780 0.33 0.02 0.10
H -0.874276 2.205592 -1.057648 0.26 0.00 0.06
H 0.007388 2.347895 0.484516 0.02 -0.02 -0.16
H -1.673391 2.860089 0.354374 0.06 -0.33 0.11
H -0.898184 -1.453283 0.532381 0.06 -0.09 -0.31
H -0.960511 -0.813786 -1.162036 0.28 -0.22 0.08
H 0.478714 -2.705178 -1.306034 -0.35 0.58 0.18
H 1.431419 -2.803035 0.183212 -0.12 0.19 -0.04
H 2.142496 -2.197167 -1.316943 0.02 0.17 0.19
H 2.551484 -0.122600 0.969180 -0.21 -0.02 0.02
H 1.107348 0.375617 1.638938 0.01 0.05 0.10
H 1.710834 1.264911 -0.749381 -0.43 -0.03 -0.33
H 1.081688 0.243770 -2.010522 0.24 0.63 0.12
```
Positions in Å, forces in eV/Å.

Summary:
* structure (SMILES): C=C(C)CC(C)(N)N
* electronic energy: -9427.6283 eV
* ΔE to the lowest compared entry with this formula, charge and spin: 179.1 kJ/mol
* E_LUMO: 0.908 eV
* HOMO level: -8.51 eV
* frontier orbital gap: 9.415 eV

***

Record 5
Formula: C6H14N2O
Source: OMol25
Level of theory: the ωB97M-V functional and the def2-TZVPD basis

Geometry as XYZ:
```
23
Properties=species:S:1:pos:R:3:forces:R:3
C 1.513962 0.342114 -1.282027 0.25 -0.16 -0.17
C 0.674608 1.562508 -0.910076 -0.04 -0.50 0.49
C 1.067136 2.107682 0.458106 0.00 0.38 0.24
C -0.805161 1.236402 -0.985242 -1.34 1.55 0.84
O -1.675591 1.799341 -0.327108 1.46 -1.00 -0.99
H 2.524836 0.648606 -1.570439 -0.13 -0.08 0.02
H 1.078936 -0.212629 -2.120226 0.06 0.11 -0.03
H 1.609053 -0.355834 -0.445033 -0.12 0.15 0.02
H 0.841310 2.334093 -1.671057 -0.16 0.03 -0.04
H 1.070754 1.319197 1.218072 -0.04 -0.01 -0.22
H 2.070546 2.543838 0.424723 -0.09 -0.09 -0.02
H 0.373737 2.883349 0.799114 0.09 -0.11 -0.15
H -1.096699 0.524979 -1.777651 0.00 -0.21 0.03
N -1.426261 -2.453506 -0.431711 0.70 -0.94 -0.94
C -1.775740 -1.564162 0.554675 -0.71 1.45 0.87
C -0.967000 -1.094308 1.509246 -1.85 0.50 0.27
N 0.340520 -1.466985 1.711692 1.47 -0.72 0.03
H -1.989328 -2.359832 -1.273598 0.42 -0.12 0.28
H -0.427634 -2.434505 -0.626378 -0.37 -0.12 -0.33
H -2.806040 -1.216145 0.493943 0.32 0.09 0.19
H -1.328373 -0.346834 2.214516 -0.15 -0.22 -0.29
H 0.615032 -1.396117 2.689578 0.02 -0.18 -0.47
H 0.517398 -2.401251 1.346882 0.22 0.20 0.39
```
Positions in Å, forces in eV/Å.

Summary:
* structure (SMILES): CC(C)C=O.N/C=C\N
* electronic energy: -11475.8342 eV
* ΔE to the lowest compared entry with this formula, charge and spin: 186.8 kJ/mol
* E_LUMO: 0.854 eV
* HOMO level: -7.23 eV
* frontier orbital gap: 8.085 eV

***

Record 6
Formula: C6H14N2O
Source: OMol25
Level of theory: the ωB97M-V functional and the def2-TZVPD basis

Geometry as XYZ:
```
23
Properties=species:S:1:pos:R:3:forces:R:3
C 0.532437 0.610944 0.908649 -1.39 0.65 -0.50
C 1.211250 1.855522 0.396762 0.08 0.01 -0.33
C -2.054422 -0.446345 0.590253 -0.10 -0.62 -0.49
C -1.065559 0.321830 -0.251292 1.42 3.72 3.78
O -0.016009 0.834312 2.192002 -0.41 -0.18 -0.38
N -1.448274 1.343575 -0.916857 -0.17 -1.66 -0.66
H -0.573714 1.624411 2.165017 0.14 -0.10 -0.05
H 1.258112 -0.183048 1.077878 -0.32 -0.32 -0.46
H -0.746627 1.833120 -1.467788 0.30 0.16 0.54
H 1.802776 1.623201 -0.489804 -0.05 0.11 -0.05
H 0.484331 2.637300 0.154006 0.01 -0.10 -0.02
H 1.891107 2.276141 1.144516 -0.06 -0.24 0.02
H -2.782972 0.241689 1.022432 0.05 -0.05 -0.21
H -2.566930 -1.157513 -0.060588 -0.26 0.03 0.13
H -1.588732 -1.002725 1.400059 0.13 0.08 -0.05
C 0.788392 -2.328520 -0.390037 0.51 0.47 0.46
C 0.556766 -1.064301 -1.155728 -2.12 -0.68 -2.91
N 1.388784 -0.502588 -1.934868 -0.02 -0.31 1.13
H 1.010245 0.264147 -2.490839 -0.27 -0.15 0.11
H -0.636022 -0.845273 -1.298762 2.59 -0.84 0.00
H 0.126884 -2.373602 0.473500 0.03 -0.05 0.03
H 0.601365 -3.205332 -1.013254 -0.07 0.20 -0.12
H 1.826812 -2.356945 -0.055257 -0.02 -0.13 0.03
```
Positions in Å, forces in eV/Å.

Summary:
* electronic energy: -11472.6876 eV
* ΔE to the lowest compared entry with this formula, charge and spin: 490.4 kJ/mol
* E_LUMO: 0.704 eV
* HOMO level: -8.24 eV
* frontier orbital gap: 8.940 eV

***

Record 7
Formula: C6H14N2O2
Source: OMol25
Level of theory: the ωB97M-V functional and the def2-TZVPD basis

Geometry as XYZ:
```
24
Properties=species:S:1:pos:R:3:forces:R:3
C -1.721510 1.400583 -1.024493 0.02 0.29 -0.86
N -1.473238 0.082612 -1.594007 -0.05 0.57 0.80
C -0.249471 -0.211857 -2.112715 -0.74 -0.54 -0.19
C -0.163702 -1.512851 -2.894122 -0.25 -0.04 -0.32
O 0.691723 0.546314 -2.008876 0.21 -0.06 0.22
H -0.988900 1.734415 -0.314860 0.49 -0.40 0.52
H -1.633967 2.136363 -1.836070 -0.49 0.09 0.22
H -2.701868 1.389574 -0.551266 0.01 0.20 -0.17
H -2.321233 -0.352719 -1.905584 0.30 -0.58 -0.23
H -1.112624 -1.963587 -3.192101 -0.26 0.46 0.09
H 0.349916 -1.196647 -3.797695 0.32 -0.51 -0.12
H 0.335818 -2.343915 -2.392000 0.48 0.49 0.10
C 2.403387 0.160161 1.201834 0.36 0.29 0.14
N 1.119844 -0.477136 1.351573 -0.01 -0.02 -0.14
C 0.221284 0.011095 2.237993 -0.02 -0.21 0.27
C -1.145117 -0.621574 2.250512 0.01 -0.55 -0.57
O 0.502164 0.920146 2.993781 0.05 0.39 0.12
H 2.850382 0.325404 2.173359 0.12 -0.18 0.30
H 3.071544 -0.445424 0.599351 -0.08 -0.13 -0.08
H 2.336155 1.152575 0.763401 -0.23 0.04 -0.29
H 0.886542 -1.247461 0.755465 -0.15 0.04 -0.08
H -1.850251 0.099373 1.842884 -0.12 0.05 0.14
H -1.185835 -1.517097 1.627813 -0.01 0.03 -0.11
H -1.444160 -0.925206 3.246707 0.04 0.29 0.23
```
Positions in Å, forces in eV/Å.

Summary:
* structure (SMILES): CNC(C)=O.CNC(C)=O
* electronic energy: -13524.9492 eV
* ΔE to the lowest compared entry with this formula, charge and spin: 65.1 kJ/mol
* E_LUMO: 0.590 eV
* HOMO level: -9.44 eV
* frontier orbital gap: 10.031 eV

***

Record 8
Formula: C6H14N2O2
Source: OMol25
Level of theory: the ωB97M-V functional and the def2-TZVPD basis

Geometry as XYZ:
```
24
Properties=species:S:1:pos:R:3:forces:R:3
C -2.983555 -1.040091 0.516700 -0.82 -0.20 1.40
N -1.791710 -1.557204 1.271329 -2.73 -1.13 -0.63
C -0.883020 -0.661735 1.592200 2.15 2.30 -0.30
C 0.322718 -1.003889 2.473850 0.42 3.09 1.22
O -0.936878 0.500699 1.121152 -0.32 -1.98 1.23
H -3.532781 -0.191690 1.074478 1.37 -1.03 -0.85
H -2.681951 -0.715272 -0.494820 -0.39 -0.28 0.55
H -3.734769 -1.866183 0.565811 0.68 0.52 -0.71
H -1.866768 -2.542194 1.589043 0.60 1.47 -0.11
H 1.006636 -0.017961 2.341757 -1.55 -2.45 0.79
H 0.059852 -1.179727 3.563403 0.01 0.71 -1.17
H 0.922727 -1.844398 2.272863 0.49 -1.21 -1.02
C 2.628920 -0.662201 -1.038426 -1.10 -0.28 -0.94
N 1.454495 0.133161 -0.677520 -0.11 2.74 -1.61
C 1.151592 1.271191 -1.535215 -3.68 -1.95 -1.55
C -0.261458 1.987876 -1.282824 -0.49 1.83 1.04
O 1.502861 1.307900 -2.694622 1.38 0.25 0.51
H 3.513521 -0.188142 -0.586191 0.07 -0.93 -0.34
H 2.363051 -1.715504 -0.797831 0.87 0.65 0.56
H 2.660124 -0.712875 -2.158988 0.35 0.58 1.01
H 1.411013 0.472827 0.259447 -0.15 -0.33 0.84
H -1.156713 1.422209 -1.633121 1.23 -0.31 0.05
H -0.486464 2.190184 -0.239899 0.25 -0.53 0.30
H -0.496018 3.041329 -1.682555 1.46 -1.54 -0.26
```
Positions in Å, forces in eV/Å.

Summary:
* structure (SMILES): CNC(C)=O.CNC(C)=O
* electronic energy: -13523.0479 eV
* ΔE to the lowest compared entry with this formula, charge and spin: 248.6 kJ/mol
* E_LUMO: 0.606 eV
* HOMO level: -9.22 eV
* frontier orbital gap: 9.825 eV

***

Record 9
Formula: C6H14N2O2
Source: OMol25
Level of theory: the ωB97M-V functional and the def2-TZVPD basis

Geometry as XYZ:
```
24
Properties=species:S:1:pos:R:3:forces:R:3
C 0.280838 -2.666697 1.804393 -0.10 0.99 0.29
N -0.384329 -2.475364 0.469308 1.32 0.72 2.75
C 0.272598 -1.964076 -0.593985 1.12 1.38 -2.19
C -0.525083 -1.873959 -1.947499 0.14 -1.50 1.73
O 1.400798 -1.490389 -0.537811 -0.76 -0.47 0.40
H 0.817214 -3.607061 1.842403 -0.02 -0.24 0.03
H 1.003633 -1.884582 2.018355 0.21 0.11 -0.64
H -0.382187 -2.557076 2.708543 -0.07 -0.47 -1.38
H -0.975809 -3.225789 0.342188 -1.87 -1.36 -0.96
H -0.016726 -1.497779 -2.792189 1.64 -0.18 -0.62
H -0.944265 -2.865274 -2.152363 -0.20 0.31 -0.20
H -1.278631 -1.135920 -1.909888 -1.46 0.53 0.78
C -1.701240 2.821231 0.599366 1.26 2.36 -0.47
N -0.586389 1.989779 0.082942 -2.78 2.07 0.18
C 0.666366 2.487444 0.137952 2.24 -2.81 -3.06
C 1.732963 1.655276 -0.586549 0.81 -0.51 0.62
O 1.036581 3.542119 0.529625 -0.73 2.83 1.65
H -2.598356 3.011882 -0.084332 1.05 -1.34 1.00
H -1.802523 2.404147 1.600304 -1.32 0.66 0.08
H -1.298652 3.895220 0.649564 -0.36 -1.60 0.45
H -0.964745 1.076815 0.019817 1.28 -1.21 -0.54
H 1.743222 0.652777 -0.173983 -0.25 -0.46 -0.65
H 1.768814 1.696304 -1.685636 -0.89 -0.29 0.35
H 2.735909 2.010972 -0.340525 -0.27 0.49 0.39
```
Positions in Å, forces in eV/Å.

Summary:
* structure (SMILES): CNC(C)=O.CNC(C)=O
* electronic energy: -13523.4139 eV
* ΔE to the lowest compared entry with this formula, charge and spin: 213.3 kJ/mol
* E_LUMO: 0.558 eV
* HOMO level: -9.24 eV
* frontier orbital gap: 9.795 eV

***

Record 10
Formula: C6H14N2O2
Source: OMol25
Level of theory: the ωB97M-V functional and the def2-TZVPD basis

Geometry as XYZ:
```
24
Properties=species:S:1:pos:R:3:forces:R:3
C -2.601217 1.575199 0.557377 -0.69 -0.92 -0.88
N -2.086141 0.603372 -0.460774 -0.21 0.80 1.74
C -2.320621 -0.714217 -0.081530 0.40 -0.53 -1.05
C -1.357551 -1.771735 -0.669032 -1.33 -0.78 1.31
O -3.262004 -0.987297 0.633794 0.07 -0.24 0.10
H -2.971223 0.981032 1.390794 -0.04 0.23 0.09
H -1.784198 2.207620 0.906500 -0.28 0.31 -0.30
H -3.470939 2.065335 0.099769 0.45 0.52 0.49
H -1.183805 0.966520 -0.729430 0.32 -1.24 -0.39
H -0.395349 -1.428850 -0.290867 0.38 -0.19 -1.31
H -1.519792 -2.779118 -0.206263 -0.27 1.02 0.08
H -1.615926 -1.989731 -1.717824 0.97 0.79 0.09
C 2.760661 -1.573058 0.463520 -1.15 -1.39 -1.03
N 3.119879 -0.307563 -0.185845 -0.45 -0.13 1.63
C 2.067466 0.600931 -0.149823 -0.15 0.84 -0.57
C 2.356255 2.097070 -0.127794 1.55 -1.02 0.64
O 0.901139 0.266678 -0.212723 0.24 -0.40 0.19
H 1.970835 -2.088925 -0.104637 0.16 0.46 -0.04
H 3.554993 -2.314230 0.447057 0.46 0.44 0.22
H 2.319798 -1.460043 1.452965 0.35 0.20 0.22
H 3.941265 0.030339 0.299940 0.13 0.49 -0.48
H 3.453048 2.260448 -0.202103 -0.70 0.23 -0.48
H 1.759245 2.511087 -0.938867 0.23 0.45 0.33
H 2.113798 2.454172 0.886906 -0.44 0.08 -0.59
```
Positions in Å, forces in eV/Å.

Summary:
* structure (SMILES): CNC(C)=O.CNC(C)=O
* electronic energy: -13524.1278 eV
* ΔE to the lowest compared entry with this formula, charge and spin: 144.4 kJ/mol
* E_LUMO: 0.537 eV
* HOMO level: -9.13 eV
* frontier orbital gap: 9.663 eV